No. 1
Formula: C25H21HgN12O3PS
Source: OMol25
Level of theory: wB97M-V/def2-TZVPD

ORCA input file:
```
! wB97M-V def2-TZVPD RIJCOSX def2/J DEFGRID3
* xyz -1 2
Hg -0.54614 1.91021 0.92457
C 1.66443 -2.99063 -0.94756
N 1.65938 -1.53317 -0.94051
C 1.87979 -0.76524 -2.04116
C 1.75653 0.53420 -1.62255
N 1.46709 0.57238 -0.29216
C 1.41048 -0.69111 0.09941
P 1.22828 -1.24569 1.80725
C 1.59474 0.32283 2.68118
N 1.04522 1.51489 2.49558
C 1.50765 2.34194 3.47420
C 2.37779 1.64796 4.26025
N 2.42382 0.37548 3.75300
C 3.21225 -0.71788 4.29731
C -0.56871 -1.21171 2.11423
N -1.39984 -0.24904 1.76547
C -2.60734 -0.53746 2.33013
C -2.51062 -1.70347 3.02769
N -1.21632 -2.12842 2.88810
C -0.70180 -3.38072 3.41284
H 2.68921 -3.36093 -0.92759
H 1.19442 -3.33287 -1.86885
H 1.12743 -3.35790 -0.07395
H 2.02683 -1.24121 -2.99768
H 1.82616 1.43226 -2.21245
H 1.18185 3.36469 3.54629
H 2.95650 1.93803 5.11893
H 3.93317 -0.30446 4.99770
H 3.74551 -1.23113 3.50114
H 2.57707 -1.43153 4.82064
H -3.46512 0.10464 2.22858
H -3.23355 -2.24548 3.61129
H -0.93937 -3.45841 4.47239
H 0.37662 -3.41144 3.28386
H -1.14469 -4.22201 2.88110
N -1.50968 3.13664 2.82524
C -2.51675 3.06899 3.40177
C -3.69516 2.92222 4.12895
C -3.94633 1.65177 4.69706
N -4.12429 0.60822 5.16166
C -4.60268 3.99466 4.27322
N -5.34277 4.87280 4.38980
O 0.05075 -3.64985 -5.84638
S 1.25576 -2.92591 -5.48798
O 1.58668 -3.00530 -4.06011
O 2.39628 -3.13174 -6.35195
C 0.79150 -1.17275 -5.70383
N 1.16163 -0.55465 -6.82122
C 0.86235 0.74478 -6.87674
C 0.23992 1.42979 -5.85525
C -0.14032 0.68071 -4.73138
N 0.13367 -0.63595 -4.68911
C -0.78486 1.23160 -3.55912
C -0.67638 2.59131 -3.15500
C -1.00449 2.96594 -1.88928
N -1.52945 2.09927 -0.94691
C -1.80016 0.81529 -1.41077
C -1.43573 0.36914 -2.63524
H 1.14493 1.26006 -7.79003
H 0.02774 2.48654 -5.93952
H -0.27181 3.34414 -3.82021
H -0.86510 3.98698 -1.55596
H -2.30198 0.16458 -0.70607
H -1.63201 -0.65686 -2.91432
*
```

Values from the calculation:
* expectation value of S²: 0.772
* HOMO (alpha / beta): -3.23 / -5.72 eV
* Kohn-Sham gap (alpha / beta): 4.723 / 7.220 eV
* molar mass: 801.15 g/mol
* ΔE to the lowest compared entry with this formula, charge and spin: 0.000 eV
* calculated total energy: -74588.4204 eV



No. 2
Formula: C33H29N9O4STi
Source: OMol25
Level of theory: wB97M-V/def2-TZVPD

ORCA input file:
```
! wB97M-V def2-TZVPD RIJCOSX def2/J DEFGRID3
* xyz 0 1
Ti -0.24892 -0.29018 0.51083
C 1.97839 2.54248 1.61521
C 0.52920 2.49690 1.99235
C 0.06103 3.12970 3.12932
C -1.30880 3.10120 3.41752
C -2.17468 2.51237 2.53075
C -1.65157 1.89675 1.38249
N -0.29266 1.84444 1.15510
C -2.41398 1.28986 0.32443
C -3.76980 1.46552 0.01043
C -4.21760 1.08174 -1.23267
C -3.29741 0.62630 -2.20123
C -1.98987 0.42044 -1.83667
N -1.60269 0.60607 -0.54734
C -0.86228 0.14252 -2.73549
C -0.99954 -0.22224 -4.07083
C 0.14058 -0.38922 -4.83481
C 1.38038 -0.18433 -4.25133
C 1.44439 0.16365 -2.90383
C 2.77252 0.38324 -2.23386
N 0.34810 0.31210 -2.16165
H 2.46512 3.41563 2.04743
H 2.07442 2.56312 0.53002
H 2.46422 1.64623 1.99192
H 0.75230 3.63526 3.79002
H -1.68622 3.56451 4.32025
H -3.24175 2.50198 2.70878
H -4.43575 1.94422 0.71625
H -5.25842 1.21220 -1.49647
H -3.61516 0.48179 -3.22466
H -1.98228 -0.37136 -4.49666
H 0.06508 -0.66466 -5.87905
H 2.28800 -0.28655 -4.83141
H 3.44587 0.94136 -2.88403
H 3.24601 -0.57389 -2.00059
H 2.62444 0.91537 -1.29819
O -1.57343 -1.60940 0.85011
N -1.86551 -1.88610 2.08748
N -1.18930 -1.15834 2.87414
O -0.36449 -0.27204 2.34647
C -1.32935 -1.19618 4.27729
C -2.35197 -1.93029 4.87160
C -2.47919 -1.91619 6.24806
C -1.60113 -1.17881 7.03118
C -0.57797 -0.46136 6.42715
C -0.43346 -0.46507 5.05148
H -3.03065 -2.49585 4.24868
H -3.27072 -2.48595 6.71692
H -1.71210 -1.16727 8.10754
H 0.12008 0.10318 7.03115
H 0.37458 0.06267 4.56646
N 7.59867 -3.75668 2.34177
C 6.32906 -3.25051 2.16402
C 6.12779 -1.87649 1.99359
C 4.84741 -1.36602 1.90511
C 3.75690 -2.21935 1.96214
C 3.93844 -3.58316 2.11872
C 5.21524 -4.09844 2.21203
S 2.13152 -1.51758 2.04645
O 2.29120 -0.37989 2.91371
O 1.21926 -2.56565 2.43994
N 1.65894 -0.97660 0.54858
C 1.41792 -2.04749 -0.28834
N 0.23750 -1.96825 -0.93030
C -0.10052 -2.97677 -1.72068
C 0.72614 -4.06697 -1.91077
C 1.92569 -4.05141 -1.22268
N 2.28220 -3.05412 -0.42434
H 8.37889 -3.17917 2.08906
H 7.73045 -4.74712 2.25924
H 6.98130 -1.20998 1.95577
H 4.67727 -0.30129 1.80648
H 3.06540 -4.21960 2.17376
H 5.36490 -5.16438 2.33931
H -1.06172 -2.89791 -2.21614
H 0.45135 -4.88052 -2.56474
H 2.64040 -4.86467 -1.29866
*
```

Values from the calculation:
* HOMO (alpha / beta): -5.02 / -5.02 eV
* Kohn-Sham gap (alpha / beta): 5.135 / 5.137 eV
* molar mass: 695.59 g/mol
* ΔE to the lowest compared entry with this formula, charge and spin: 1.548 eV
* calculated total energy: -90242.3478 eV



Q: Which of these has the highest molar mass?
A: C25H21HgN12O3PS